C5H6BrO2 | ωB97M-V/def2-TZVPD

Results
**LUMO energy**: 3.58 eV
**Net charge**: -1

The geometry in XYZ format:
```
14
C5H6BrO2 ωB97M-V/def2-TZVPD
C 3.669 0.765 0.443
C -1.828 0.649 0.121
C -1.953 -0.852 0.311
C -0.570 -0.194 0.130
C 0.241 -0.019 -1.147
O 3.677 0.233 1.466
O 3.823 1.370 -0.520
Br 1.918 -1.265 -0.741
H -2.231 1.028 -0.753
H -2.094 1.374 0.894
H -2.153 -1.035 1.274
H -2.351 -1.403 -0.494
H -0.115 -0.049 1.119
H -0.033 -0.602 -2.103
```

=====

C5H6Cl2CuNO3 | ωB97M-V/def2-TZVPD

Results
**LUMO energy (alpha / beta)**: 5.93 / 4.46 eV
**Net charge**: -2
**<S²>**: 2.02
**Multiplicity**: 3

The geometry in XYZ format:
```
18
C5H6Cl2CuNO3 ωB97M-V/def2-TZVPD
Cu -0.774 0.342 -0.244
Cl -0.901 2.020 -2.322
Cl -3.229 0.504 0.402
O -1.696 -3.555 -1.704
C -1.183 -2.422 -2.125
O -1.347 -2.019 -3.288
O -0.816 -1.630 -1.219
H -1.601 -3.475 -0.752
N 1.532 -0.077 1.100
C 1.964 0.954 0.293
C 1.226 2.061 0.603
C 0.275 1.803 1.585
C 0.586 0.473 1.926
H 2.004 -0.969 1.083
H 2.696 0.681 -0.452
H 1.347 3.048 0.181
H -0.385 2.420 2.177
H 0.303 -0.158 2.756
```

=====

C5H6Cl2FNO16V | ωB97M-V/def2-TZVPD

Results
**LUMO energy (alpha / beta)**: 3.97 / 3.97 eV
**Net charge**: -2
**<S²>**: 3.76
**Multiplicity**: 4

The geometry in XYZ format:
```
32
C5H6Cl2FNO16V ωB97M-V/def2-TZVPD
V -35.486 36.442 -24.823
C -36.570 37.258 -26.945
O -36.921 38.012 -27.912
O -35.780 36.336 -26.904
O -36.906 37.716 -25.874
Cl -32.293 38.086 -25.460
O -33.255 37.580 -24.488
O -31.004 37.582 -25.194
O -32.734 37.647 -26.757
O -32.300 39.553 -25.493
Cl -35.451 36.208 -21.521
O -34.966 35.028 -22.175
O -34.409 36.982 -20.923
O -36.208 36.981 -22.469
O -36.309 35.677 -20.492
C -32.567 33.901 -27.056
N -33.146 33.953 -25.650
O -33.976 34.780 -25.282
O -32.772 33.101 -24.874
H -33.166 34.456 -27.777
H -32.504 32.834 -27.274
H -31.615 34.414 -26.919
C -40.284 33.762 -24.642
C -39.747 33.168 -23.381
O -38.390 33.699 -23.332
C -38.088 34.165 -24.578
O -37.013 34.710 -24.767
O -39.129 34.127 -25.375
F -39.655 31.871 -23.606
H -40.818 34.688 -24.428
H -40.939 33.061 -25.159
H -40.282 33.267 -22.436
```

=====

C5H6Cl2SSi | ωB97M-V/def2-TZVPD

Results
**LUMO energy (alpha / beta)**: -0.07 / -0.74 eV

The geometry in XYZ format:
```
15
C5H6Cl2SSi ωB97M-V/def2-TZVPD
C -1.343 -0.170 2.560
C -1.497 -0.014 1.169
C -0.154 -0.744 2.891
C -0.430 -0.487 0.451
C 2.075 1.393 -2.629
Si -0.216 -0.514 -1.395
S 0.804 -1.103 1.511
Cl -1.966 -0.003 -2.289
Cl 0.405 -2.336 -2.043
H -2.093 0.121 3.275
H -2.374 0.413 0.712
H 0.230 -0.988 3.863
H 1.886 2.316 -2.121
H 2.917 0.813 -2.311
H 1.755 1.303 -3.643
```

=====

C5H6Cl6F18NO4P2S2V | ωB97M-V/def2-TZVPD

Results
**LUMO energy (alpha / beta)**: 2.13 / 2.01 eV
**Net charge**: -1
**<S²>**: 3.75
**Multiplicity**: 4

The geometry in XYZ format:
```
45
C5H6Cl6F18NO4P2S2V ωB97M-V/def2-TZVPD
V -0.798 -0.395 -0.855
P -3.765 0.084 -0.610
F -4.598 -1.133 0.061
F -4.976 0.432 -1.610
F -4.337 1.079 0.496
F -2.832 1.208 -1.311
F -2.526 -0.256 0.444
F -3.141 -0.973 -1.676
P 0.292 -0.263 -3.736
F -0.840 -0.512 -4.861
F -0.374 -1.530 -2.880
F 1.285 -1.218 -4.548
F 1.406 -0.082 -2.606
F 0.753 1.039 -4.604
F -0.662 0.634 -2.742
C -0.248 0.014 3.147
F 0.519 -0.927 3.637
F -1.434 -0.486 2.831
F -0.424 0.974 4.022
S 0.515 0.667 1.531
O -0.447 1.418 0.770
O 1.698 1.378 1.910
N 0.666 -0.726 0.531
S 2.255 -1.090 0.601
O 3.040 -0.301 -0.297
O 2.787 -1.278 1.930
C 2.242 -2.857 -0.104
F 1.722 -3.715 0.749
F 1.506 -2.787 -1.228
F 3.448 -3.257 -0.465
C 0.967 3.973 -2.807
Cl 0.840 2.937 -1.380
Cl 1.274 5.662 -2.336
H 1.815 3.646 -3.394
H 0.030 3.919 -3.344
C 0.758 4.788 1.733
Cl 0.079 6.425 1.688
Cl 1.120 4.266 3.378
H 0.013 4.129 1.299
H 1.644 4.761 1.110
C -0.200 -5.816 3.028
Cl -0.646 -7.324 2.187
Cl -0.355 -5.931 4.782
H 0.823 -5.500 2.868
H -0.896 -5.072 2.659
```

=====

C5H6ClF | ωB97M-V/def2-TZVPD

Results
**LUMO energy**: 0.72 eV
**SMILES**: C=C(Cl)/C=C(\C)F

The geometry in XYZ format:
```
13
C5H6ClF ωB97M-V/def2-TZVPD
C -0.711 1.418 0.597
C -0.274 0.946 -0.723
C 0.538 -0.066 -0.993
C 0.871 -1.040 -0.048
C 0.019 -1.915 0.535
H -1.790 1.433 0.590
H -0.381 2.439 0.758
H -0.412 0.762 1.402
H 1.050 -0.017 -1.947
H 0.336 -2.668 1.205
H -1.036 -1.704 0.290
F -0.839 1.675 -1.727
Cl 2.628 -1.262 0.060
```

=====

C5H6ClN | ωB97M-V/def2-TZVPD

Results
**LUMO energy**: 0.50 eV
**SMILES**: Cl[C@@H]1[C@@H]2C=C[C@H]1N2

The geometry in XYZ format:
```
13
C5H6ClN ωB97M-V/def2-TZVPD
C 0.780 0.332 0.867
C -0.820 0.238 0.648
C 0.787 0.125 -0.669
C 0.138 -1.231 -0.968
C -1.002 -1.102 -0.175
H 1.151 1.389 1.081
H -1.542 0.903 1.284
H -0.354 2.132 -0.011
H 1.667 0.429 -1.375
H 0.051 -1.819 -2.132
H -1.937 -1.739 -0.014
N -0.319 1.244 -0.548
Cl 1.402 -0.901 2.010
```